1.
Here is a 2-piece molecular cluster, C5H11ClOSi overall from the OMol25 dataset. Energies are from ωB97M-V/def2-TZVPD.

## Properties
**E_LUMO**: 0.0011 Ha
**2S+1**: 1
**Kohn-Sham gap**: 8.95 eV
**HOMO energy**: -8.924 eV
**Relative energy (zero: lowest compared OMol25 entry of this formula, charge and spin)**: 57.4 kcal/mol
**Structure (SMILES)**: C=C(C)CCl.C[SiH]=O

Each line ends with the natural charge from an NBO analysis.
Cartesian coordinates (Å):
1 C 0.18084 -0.32797 -1.41582  -0.412
2 C 0.01601 -1.36998 -0.61236  0.011
3 C -1.33473 -1.85993 -0.09029  -0.654
4 C 1.18639 -2.11510 -0.10912  -0.421
5 Cl 2.37550 -1.30384 0.87523  -0.056
6 H 1.14406 -0.11796 -1.79614  0.190
7 H -0.68202 0.32504 -1.66766  0.228
8 H -1.59342 -1.13706 0.64952  0.247
9 H -1.38300 -2.80195 0.27065  0.205
10 H -2.15790 -1.70900 -0.78348  0.221
11 H 1.65771 -2.37363 -1.08622  0.222
12 H 1.02473 -2.96186 0.43425  0.213
13 C -0.46762 4.07953 -1.20081  -1.169
14 Si -0.45340 2.72155 0.12691  1.839
15 O -1.34598 1.52010 0.09804  -1.166
16 H -1.48554 4.20352 -1.61742  0.254
17 H -0.18654 4.93985 -0.69933  0.234
18 H 0.25062 4.05899 -2.00282  0.263
19 H 0.61794 3.16383 0.98720  -0.249

Atoms 1-3, force components in eV/Å:
-1.8 -0.1 0.0
-1.5 -0.1 0.7
0.2 3.9 -1.7

=====

2.
Here is CH4O2S in the gas phase from the OMol25 dataset. Energies are from ωB97M-V/def2-TZVPD.

## Properties
**E_LUMO**: -0.0038 Ha
**2S+1**: 1
**Kohn-Sham gap**: 9.82 eV
**HOMO energy**: -9.922 eV
**Relative energy (zero: lowest compared OMol25 entry of this formula, charge and spin)**: 55.2 kcal/mol
**Structure (SMILES)**: OCOS

Each line ends with the natural charge from an NBO analysis.
Cartesian coordinates (Å):
1 O -0.93750 -1.30201 0.23991  -0.727
2 C -0.76365 0.08762 -0.00933  0.234
3 O 0.31306 0.57595 0.57798  -0.606
4 S 1.94911 0.08501 -0.13198  0.200
5 H -0.59873 -1.48149 1.07041  0.468
6 H -1.41431 0.62839 0.57129  0.165
7 H -0.76905 0.37501 -1.17363  0.146
8 H 2.22107 1.03152 -1.14466  0.119

Atoms 1-3, force components in eV/Å:
-1.1 1.0 -3.7
-0.3 -1.7 -3.4
6.3 0.9 0.0

=====

3.
Here is a 4-piece molecular cluster, C3H12O4 overall from the OMol25 dataset. Energies are from ωB97M-V/def2-TZVPD.

## Properties
**E_LUMO (spin up / spin down)**: -0.1844 / -0.3092 Ha
**Charge**: +1
**2S+1**: 2
**Kohn-Sham gap (spin up / spin down)**: 9.16 / 5.76 eV
**HOMO energy (spin up / spin down)**: -14.175 / -14.175 eV
**Relative energy (zero: lowest compared OMol25 entry of this formula, charge and spin)**: 47.9 kcal/mol

Each line ends with the natural charge from an NBO analysis.
Cartesian coordinates (Å):
1 C 2.20278 0.81726 1.57971  -0.723
2 C 0.74568 0.56178 1.54547  0.076
3 C 0.14126 -0.24841 0.53577  0.306
4 O -1.29595 -0.09399 0.42003  -0.602
5 H 2.62133 0.25186 0.71538  0.263
6 H 2.73601 0.20053 2.31964  0.316
7 H 2.40535 1.85744 1.73815  0.292
8 H 0.01303 1.05433 2.25040  0.261
9 H 0.63117 -0.91781 -0.27555  0.251
10 H -1.53754 -1.06989 0.44331  0.538
11 H -0.75591 -3.11465 -0.42092  0.469
12 H -0.58625 -3.91377 0.80268  0.491
13 O -1.12513 -3.23647 0.45552  -0.946
14 H 1.10350 1.90511 -2.99432  0.487
15 H 1.44546 2.39032 -1.55305  0.466
16 O 1.55273 1.53141 -2.20576  -0.948
17 H -3.77181 -0.00034 -1.60509  0.461
18 H -2.83986 1.12834 -1.77086  0.451
19 O -3.68586 0.89695 -1.98051  -0.909

Atoms 1-3, force components in eV/Å:
-0.6 -2.6 -0.9
-0.5 0.1 -0.2
-3.3 0.9 -0.9

=====

4.
Here is C15H24MgN6O6 as an isolated structure from the OMol25 dataset. Energies are from ωB97M-V/def2-TZVPD.

## Properties
**E_LUMO (spin up / spin down)**: -0.0494 / -0.0494 Ha
**2S+1**: 1
**Kohn-Sham gap (spin up / spin down)**: 4.16 / 4.16 eV
**HOMO energy (spin up / spin down)**: -5.505 / -5.506 eV
**Relative energy (zero: lowest compared OMol25 entry of this formula, charge and spin)**: 72.5 kcal/mol

Each line ends with the natural charge from an NBO analysis.
Cartesian coordinates (Å):
1 O -0.50415 3.39233 0.96875  -0.725
2 H -0.80732 4.05266 1.65184  0.561
3 Mg -0.80024 -0.74626 0.83289  1.767
4 N 0.00974 0.34716 2.52144  -0.266
5 N 1.62988 0.48906 0.68096  -0.203
6 N -2.25498 -1.30731 -0.73869  -0.249
7 N 0.03794 -0.81295 -1.60791  -0.198
8 O -0.88461 0.07707 3.39818  -0.668
9 O -3.48551 -0.99884 -0.41965  -0.664
10 O 1.31486 -0.78146 -2.04009  -0.612
11 O 2.52289 0.52725 -0.26515  -0.689
12 C 2.10038 0.99421 1.85393  0.065
13 C 1.13894 1.00381 2.88863  0.042
14 C -2.06771 -1.70073 -2.01936  0.086
15 C -0.73767 -1.49349 -2.48038  0.162
16 C 1.30416 1.69499 4.18882  -0.661
17 H 0.83862 2.69178 4.14456  0.191
18 H 2.36774 1.84891 4.40456  0.212
19 H 0.80435 1.12441 4.97977  0.248
20 C 3.48923 1.50698 1.96651  -0.659
21 H 3.66202 2.31700 1.24167  0.218
22 H 4.22965 0.71656 1.75366  0.231
23 H 3.69547 1.90796 2.96542  0.200
24 C -3.15851 -2.15473 -2.93037  -0.676
25 C -0.27722 -1.99610 -3.82476  -0.687
26 H -4.15103 -1.80068 -2.59424  0.257
27 H -3.20282 -3.26230 -2.92908  0.228
28 H -2.95300 -1.86729 -3.98607  0.215
29 H 0.80607 -1.85445 -3.93358  0.256
30 H -0.80690 -1.48005 -4.64365  0.224
31 H -0.46879 -3.07418 -3.92914  0.223
32 H -2.86610 0.27432 0.41103  0.524
33 H 1.83041 -0.22112 -1.32251  0.496
34 C -0.19703 3.78995 -0.57580  -0.176
35 H 0.71712 4.33178 -0.40994  0.240
36 H -1.11641 4.21270 -0.95182  0.220
37 H -0.04974 2.78425 -0.92212  0.244
38 O -2.08577 0.87235 0.72795  -1.052
39 H -0.71920 2.42604 1.19853  0.604
40 H -2.07281 1.49921 -0.01290  0.471
41 N -2.29112 -6.35371 1.02275  -0.276
42 C -1.37464 -5.63436 0.87934  0.265
43 C -0.28516 -4.67465 0.70289  -0.200
44 C 1.01550 -5.04282 0.31409  -0.109
45 C 1.99319 -4.05520 0.11571  -0.235
46 C 1.60637 -2.73115 0.33822  0.098
47 N 0.38208 -2.38779 0.72803  -0.581
48 C -0.56263 -3.32657 0.91209  0.086
49 H 1.24074 -6.09919 0.16066  0.237
50 H 3.01755 -4.27862 -0.18969  0.242
51 H 2.30605 -1.90554 0.20143  0.254
52 H -1.56046 -2.98331 1.22540  0.216

Atoms 1-3, force components in eV/Å:
-0.4 0.1 -0.1
0.3 -1.0 -1.1
1.4 2.0 -0.4

=====

5.
Here is a 2-piece molecular cluster, C4H9ClFN overall from the OMol25 dataset. Energies are from ωB97M-V/def2-TZVPD.

## Properties
**E_LUMO**: 0.0327 Ha
**2S+1**: 1
**Kohn-Sham gap**: 10.21 eV
**HOMO energy**: -9.323 eV
**Relative energy (zero: lowest compared OMol25 entry of this formula, charge and spin)**: 3.5 kcal/mol

Each line ends with the natural charge from an NBO analysis.
Cartesian coordinates (Å):
1 C -1.65621 0.16190 -2.02754  -0.640
2 C 1.57571 -0.20746 2.53560  -0.446
3 C -0.42699 -0.69843 -1.98755  -0.353
4 C 0.78177 0.90311 0.64974  0.388
5 N 0.62878 0.64212 1.89917  -0.625
6 F -0.06470 1.92103 0.24021  -0.386
7 Cl -0.64292 -2.15704 -0.87487  -0.119
8 H -1.55354 0.98533 -2.74449  0.227
9 H -2.55908 -0.46533 -2.47604  0.210
10 H -1.94289 0.49946 -0.98737  0.224
11 H 1.48866 -1.19460 2.07937  0.228
12 H 2.59645 0.11196 2.37193  0.220
13 H 1.71893 -0.10466 3.65903  0.226
14 H -0.27093 -1.20441 -3.06588  0.207
15 H 0.50336 -0.15249 -1.75036  0.238
16 H -0.17639 0.95953 2.47906  0.401

Atoms 1-3, force components in eV/Å:
-2.5 -1.2 0.0
2.0 -0.9 1.3
0.7 -1.6 -2.8

=====

6.
Here is C10H27N2O5PTa as an isolated structure from the OMol25 dataset. Energies are from ωB97M-V/def2-TZVPD.

## Properties
**E_LUMO**: 0.0785 Ha
**Charge**: -1
**2S+1**: 1
**Kohn-Sham gap**: 7.48 eV
**HOMO energy**: -5.343 eV

Each line ends with the natural charge from an NBO analysis.
Cartesian coordinates (Å):
1 C -1.79381 -4.97799 1.35302  -0.726
2 C -2.23030 -3.46927 1.10237  0.730
3 O -3.23831 -3.12964 0.46409  -0.560
4 N -1.35750 -2.40121 1.66681  -0.538
5 C -2.26702 -1.64622 2.60662  -0.425
6 C -0.98265 -1.40701 0.61666  -0.236
7 C -0.01701 -1.98208 -0.52082  -0.416
8 C -0.27339 -1.17573 -1.89499  -0.420
9 C 0.93526 -0.21482 -2.32477  -1.010
10 Ta 0.82466 1.92269 -1.37542  2.052
11 C 2.80764 1.46050 -0.29030  -1.051
12 C 3.15151 2.36298 0.98867  0.091
13 O 3.98378 1.52787 1.87235  -0.750
14 C 1.90465 2.80723 1.87189  -0.263
15 N 1.06204 1.66638 2.35895  -0.853
16 P -1.41956 2.44619 -2.65672  1.683
17 O -2.59748 1.57233 -2.19079  -1.128
18 O -1.17414 2.36852 -4.35883  -0.999
19 O -1.88912 4.08100 -2.36895  -1.003
20 H -1.21980 -5.32682 0.42540  0.244
21 H -1.11071 -5.03940 2.26290  0.235
22 H -2.70628 -5.64428 1.51058  0.232
23 H -3.01804 -1.01253 2.02882  0.201
24 H -1.68040 -0.99230 3.31897  0.212
25 H -2.87802 -2.40181 3.21553  0.191
26 H -0.39472 -0.58600 1.15178  0.213
27 H -1.90988 -0.91878 0.15908  0.209
28 H -0.09056 -3.10699 -0.66492  0.196
29 H 1.06584 -1.75150 -0.22837  0.197
30 H -1.29377 -0.67443 -1.88036  0.239
31 H -0.34396 -1.98626 -2.70908  0.181
32 H 1.00895 -0.15750 -3.45614  0.229
33 H 1.89911 -0.72128 -1.95639  0.213
34 H 1.75262 2.55623 -2.84863  -0.451
35 H 0.74669 3.66907 -0.75667  -0.446
36 H -0.20889 1.26021 0.00673  -0.502
37 H 3.64727 1.64105 -1.05239  0.255
38 H 2.81585 0.33713 -0.07608  0.220
39 H 3.80559 3.26903 0.74567  0.194
40 H 3.57675 0.63706 1.90327  0.457
41 H 1.27861 3.64210 1.39918  0.210
42 H 2.34422 3.28337 2.82156  0.182
43 H 1.27285 0.79934 1.85550  0.351
44 H 0.08654 1.90554 2.13508  0.372
45 H -1.37935 1.45186 -4.63150  0.492
46 H -2.49574 4.05614 -1.59937  0.494

Atoms 1-3, force components in eV/Å:
-0.1 0.5 0.1
-1.4 0.8 -1.2
2.4 -1.7 1.5